A structure of composition C33H32BBaN4O8S, computed with ωB97M-V/def2-TZVPD.

Summary:
**E_HOMO**: -0.153 Ha
**Orbital gap**: 6.40 eV
**Net charge**: -1

Geometry (Å):
C -3.6636 4.1503 0.0649
C 0.9054 -3.6608 -1.0411
N 2.4846 1.9856 0.7357
C 2.5101 -4.0011 0.7252
H 3.8312 -7.6659 -0.4242
O -1.0287 4.0756 0.2455
C 2.5062 -5.3793 0.4567
H -4.0356 0.5225 -3.4379
H 0.0947 3.7412 -2.4408
C 3.3698 -6.3613 1.2592
B 0.5770 -1.3770 -0.9111
H -7.0796 5.4259 1.1522
H 4.8648 -4.9182 1.9390
C 2.4339 4.2974 -2.0869
H -5.6646 6.8046 -0.3032
C 2.4721 -7.4133 1.9206
H 0.7146 2.8241 1.4351
H 5.2014 6.0533 -3.0288
C 0.3399 -1.4060 3.6408
H -0.0206 -2.2859 4.1579
H 4.9979 -6.3628 -0.1878
C -0.5411 -0.4073 3.2719
H 3.5301 -5.1441 3.0713
O 1.5660 -1.8365 0.0826
H 1.6824 -6.9169 -0.7928
H 3.1212 -3.5683 1.5057
N -0.1565 0.6953 2.6115
O 0.2128 -2.6359 -1.6140
N -2.4619 2.0017 0.6366
Ba -0.6673 1.0391 -0.8092
C -4.6143 0.6935 -2.5308
C 1.6932 -5.8541 -0.5736
C -5.3054 5.8361 0.0211
H 1.7222 -6.9436 2.5623
H 4.4514 4.2917 -1.4371
C 1.7048 -3.1820 -0.0328
H 4.7638 -6.3967 2.8999
C -3.7418 2.0576 1.2137
C 3.7536 4.7445 -2.1306
H -6.2845 3.1742 1.9382
C 1.9204 5.8670 -3.8656
C -4.4360 3.3663 0.8834
H 1.1775 6.2882 -4.5313
C -6.1103 5.0499 0.8504
O -3.1222 -0.7339 -1.3693
H -6.3488 -0.8505 -1.0681
H -3.4197 5.9975 -1.0292
C 1.4429 2.0085 1.4519
C -5.6825 3.8018 1.2920
C -4.2713 -0.3791 -1.5225
C 4.1734 -5.6573 2.3514
C 4.3568 -7.0787 0.3320
C 0.8819 -5.0040 -1.3390
H 3.5359 7.0700 -4.5776
C 2.0211 3.2488 -1.0927
H -5.6790 0.7243 -2.7612
C 1.1319 0.8043 2.2975
C 1.6828 -1.2625 3.3118
O 0.2189 4.5105 -3.0350
C 4.1681 5.7303 -3.0135
H -1.6001 -0.4795 3.4948
C 3.2350 6.2944 -3.8818
H 2.4041 -2.0281 3.5705
C 2.0919 -0.1397 2.6237
C -5.3475 -1.0031 -0.6654
H -5.1276 -2.0651 -0.5641
C -4.0541 5.3975 -0.3907
O 0.9596 2.5171 -1.3956
S -2.1584 3.3186 -0.2410
H 1.9424 -8.0063 1.1721
C 1.5215 4.8672 -2.9805
H 3.0720 -8.0962 2.5321
H -5.2950 -0.5548 0.3307
H 4.9939 -7.7581 0.9082
N 2.7673 3.1117 -0.0601
H -4.3128 1.6694 -2.1379
O -2.0799 2.9575 -1.6730
O -4.2635 1.1786 1.8553
H 3.1135 0.0149 2.3051
H 0.2562 -5.3942 -2.1326

A structure of composition C33H32BrF3KN5O4S2, computed with ωB97M-V/def2-TZVPD.

Summary:
**E_HOMO**: -0.087 Ha
**Orbital gap**: 6.14 eV
**Net charge**: -2

Geometry (Å):
H 0.5629 3.3642 0.2154
H 7.5652 1.7306 -1.6925
C 0.3624 2.4977 -1.7554
C -0.7525 -2.1754 5.3798
N -2.8538 -0.9667 -0.6412
C 1.9799 -1.1774 4.1903
O 3.1098 -1.4551 -0.6918
C -3.5884 -1.5734 1.4694
H 3.2941 0.4068 -0.1895
H 8.9880 -0.3029 -1.8523
C 3.0904 -1.2014 3.2645
H -4.7287 1.0113 -2.3415
H 4.7012 -1.6972 1.5353
H -0.3130 -2.3681 9.2114
C 5.3247 -0.4504 -0.6588
C -4.0663 -1.2706 -1.1822
C -1.7042 -2.5707 7.5625
H 1.6618 -2.3133 7.8150
H 1.2398 1.8641 -1.4336
C -0.4396 -2.4871 8.1363
H -4.0782 -1.1667 -2.2931
H 7.9223 -2.6114 -1.3877
C 7.3559 -1.6522 -1.2520
S -0.9003 -1.0775 1.2636
K 0.5347 -1.9110 -1.3097
H -3.1889 5.4351 -4.0228
C 1.7557 -2.2298 4.9973
H 0.7571 3.2318 -2.4601
N -1.5440 0.5318 -4.3219
C -5.0742 3.1519 -2.2631
H -3.3370 -1.6812 2.4836
C -0.2554 2.9997 -0.4742
H -5.6582 -1.8363 1.8114
C -4.6324 4.3223 -2.8017
H -0.6552 4.9315 -1.3477
C 0.5730 -2.2897 5.8812
C -0.4034 -3.1126 -3.9897
C -0.5408 1.3876 -3.7751
C -1.8716 -2.4038 6.1996
C -4.9316 -1.6278 1.0101
C -3.5235 4.4120 -3.6308
C -2.8763 3.2260 -4.0464
H -6.1097 -1.6855 -0.7599
H 3.8290 -1.9795 3.3985
C -5.1109 -1.5587 -0.3191
C 5.8682 0.7204 -1.0941
C -2.8723 0.7243 -4.1754
O 5.4945 -2.8014 -0.3412
N -0.6624 1.7521 -2.4758
H 3.6899 -2.2806 -0.6854
C 0.7132 -2.3943 7.2957
H -2.0530 3.9907 -1.4482
F -0.5044 -2.1722 -5.0589
Br 1.0438 0.5028 4.0882
C 6.0574 -1.6788 -0.7793
F -1.7247 -3.6402 -3.9104
H 2.5579 -2.9396 4.9097
H -1.6092 4.6884 0.0964
C -4.5046 1.9958 -2.7093
H -1.9923 3.2485 -4.6768
C 7.9311 -0.4242 -1.6007
H -0.7916 2.1651 -0.0393
C 7.1409 0.7981 -1.5309
H -2.8991 -2.3380 5.8105
O -3.6795 -0.1129 -4.5068
H 5.3403 1.6899 -1.0004
C 3.9507 -0.5360 -0.0557
C -2.5121 -1.1445 0.6739
O -1.9723 -0.4618 -1.4348
H -2.6015 -2.7107 8.1031
H -1.2349 -0.3977 -4.6197
C -1.2082 4.1508 -0.8244
H -5.8618 3.0967 -1.4778
N 4.1137 -0.7870 1.3565
S 0.6771 1.8858 -4.7583
H -5.1451 5.2515 -2.4432
N 3.0873 -0.4966 2.2049
H -1.3180 1.0817 -1.8886
F 0.2490 -4.1801 -4.6897
C -3.4004 2.0726 -3.5650
H -0.8377 -1.9898 4.3195

A structure of composition C33H32F3N6O2S4SiSn, computed with ωB97M-V/def2-TZVPD.

Summary:
**E_HOMO**: -0.161 Ha
**Orbital gap**: 6.69 eV
**Net charge**: -1

Geometry (Å):
C -1.9438 -2.8309 -1.4063
H -0.8687 -5.9950 2.2148
H 0.0298 -2.9539 -3.6486
H 4.1511 0.1082 -4.0841
S 2.7519 1.7390 -3.0579
C -0.6889 -1.0646 -4.3654
S -0.1404 0.4023 -5.2719
H 1.2535 3.3920 -3.6365
C 0.0436 1.6559 -3.9631
C -4.0736 -1.2381 -2.1815
C 1.0067 -4.9785 2.4838
C 1.3179 4.7443 -0.2519
S 1.1915 -1.3729 -2.2998
H 2.4950 -0.0096 -4.6784
C 3.1021 0.1091 -3.7793
H -2.5091 -4.1140 -3.0310
O 3.7403 -0.6340 0.2971
N 2.8875 5.6217 1.3046
H -4.7697 0.4732 5.0978
C -2.4347 -0.6757 2.1899
C -3.4852 -1.0780 4.3493
N 0.9483 3.0171 4.0880
H -1.1108 -3.4627 -1.1190
H 3.3025 -1.9631 -3.2374
F 4.5822 2.2914 1.3681
C -0.9777 -3.9393 1.6137
H -0.0708 1.1663 -2.9984
C -3.2932 -0.8808 -1.0921
H -3.6316 -1.7255 5.2058
C -3.7989 -2.4063 -2.8813
S -3.0104 3.6396 -2.0572
Si -1.1840 -1.1637 0.8332
C 4.7394 0.9961 1.7180
H -1.2934 -1.6285 -5.0784
N -1.4864 1.8134 -0.5867
C 2.4028 4.7455 2.1726
C -0.3125 -2.7149 1.4724
C -3.9281 0.9675 3.1828
H 1.5921 -1.7344 1.7273
H 2.7358 6.3179 -0.6331
H -4.8947 -0.6005 -2.4844
C -4.1240 0.1522 4.2896
H -2.0213 -4.0176 1.3243
H -1.3603 -0.7658 -3.5589
Sn 0.5047 0.8434 0.1643
C -0.0955 1.1572 3.5156
H -4.4095 -2.6909 -3.7296
H -0.5903 0.2082 3.6283
N 0.1698 1.7797 2.3888
H 3.4133 -0.8656 -1.8632
C 1.3792 2.3865 -4.0450
H -3.5315 0.0288 -0.5574
F 4.8579 0.9746 3.0625
H 2.8450 4.7107 3.1599
H 0.8800 4.7473 -1.2428
C -2.7316 -3.2006 -2.4909
N 0.8196 3.8820 0.6227
H -4.4170 1.9323 3.1238
C 1.3631 3.8840 1.8346
C 0.8278 2.9055 2.7872
C 3.5310 0.1450 1.2195
C 1.0320 -2.6577 1.8416
H -2.9200 1.2317 1.3211
C 2.8924 -1.0450 -2.8076
C -3.0922 0.5603 2.1525
O 2.4668 0.4100 1.8320
H 0.3030 1.6975 5.5176
N 0.3572 1.8916 4.5326
C -2.6557 -1.4843 3.3102
H 2.7325 -3.7075 2.6121
H 1.2167 -2.0524 -4.5934
H 1.5169 -5.8526 2.8700
C 0.4298 -1.9574 -3.8440
H -2.1564 -2.4426 3.3871
H -0.7751 2.3687 -4.0681
H 1.6887 2.5124 -5.0847
C -0.3321 -5.0591 2.1146
C -2.1151 2.5902 -1.1994
C 1.6857 -3.7788 2.3444
F 5.9164 0.6008 1.2182
C 2.3440 5.6126 0.0901
C -2.2135 -1.6706 -0.6761

A structure of composition C33H32IrN5O3, computed with ωB97M-V/def2-TZVPD.

Summary:
**E_HOMO (spin up / spin down)**: -0.603 / -0.603 Ha
**Orbital gap (spin up / spin down)**: 6.77 / 5.56 eV
**Net charge**: +3
**Spin multiplicity**: 2
**⟨S²⟩**: 0.766

Geometry (Å):
C -3.2153 -1.0389 2.5842
N -1.6923 0.7494 -1.4163
H 1.2949 -1.0092 -3.1685
H 6.3983 -1.0266 -4.9107
H -3.6079 4.4892 -0.3751
H 7.6131 -3.0244 -4.2700
H 6.7996 -4.2953 -3.3111
C -2.9240 0.7190 -1.9358
N 0.2960 0.8672 -4.5344
H 2.4094 -2.2919 5.0414
H -2.3734 -2.5926 4.7003
H -5.3962 0.9777 3.7260
H 0.0693 1.3724 -5.3822
H -2.1958 0.8019 -5.2216
O -3.2240 -0.4284 1.3843
H 2.5839 -2.5023 -2.1026
H -2.0799 1.7288 4.3431
N -0.9001 -0.7416 2.3339
H 4.7215 -3.6914 -1.9666
H 4.2817 0.1828 -5.0584
C -1.3735 2.2029 2.3656
H 0.3600 1.6592 3.5420
C -2.3763 1.9470 3.3224
C 1.4351 -0.2555 1.8845
C -4.0812 2.4951 1.7146
H 4.1382 -1.1321 3.7282
C -3.7131 2.0730 3.0173
H -5.4385 2.6879 4.1161
C -1.5504 -2.1392 4.1650
C -2.0540 0.7675 -4.1476
H -2.1514 -3.5297 -0.8845
C -0.7586 0.7611 -3.6163
C 3.2632 -1.0938 -3.6164
H 0.0301 -2.8943 5.3826
C 0.4280 -0.8687 2.6581
H -3.7490 0.6926 -1.2366
C 4.3826 -0.6569 -4.3929
C 3.1006 -1.0840 3.4270
C -1.8317 -1.3399 3.0565
H -4.5137 3.0889 -0.9050
H 3.5137 0.1420 1.6969
O -4.2151 -1.2876 3.1809
C -0.2411 -2.2846 4.5293
C -1.7605 2.4985 1.0337
H 1.1614 0.3167 1.0031
H -4.3622 1.6032 5.0167
C 5.5581 -1.3390 -4.3037
C 3.4242 -2.1916 -2.7130
C -3.1377 0.7405 -3.3047
N -1.8468 -2.6409 -0.5192
C -3.5363 3.4129 -0.5484
C -0.6162 0.7645 -2.2356
C -4.7784 1.8230 4.0364
H 0.3549 0.8947 -1.7705
C 0.0370 2.4144 2.8278
H 0.0656 3.3767 3.3448
H -1.0196 2.9264 0.3614
C 2.7419 -0.3552 2.2703
C 6.9789 -3.2238 -3.4100
C 1.6206 0.4826 -4.5889
C 0.7778 -1.6371 3.7915
H -5.1287 2.6820 1.5056
H -2.7921 3.2717 -1.3311
C -3.1558 2.7433 0.7445
O 2.3582 0.9384 -5.4114
C 4.6063 -2.8502 -2.6382
Ir -1.5470 0.2204 0.6876
C 2.1436 -1.7218 4.1600
C 5.7105 -2.4662 -3.4572
C -1.4824 -1.6323 -0.1105
H -4.1467 0.7471 -3.6936
H 7.5374 -2.9259 -2.5114
N 2.0230 -0.5398 -3.6888
H 0.7486 2.4702 2.0052

A structure of composition C33H32N3O3PPbS, computed with ωB97M-V/def2-TZVPD.

Summary:
**E_HOMO**: -0.432 Ha
**Orbital gap**: 5.86 eV
**Net charge**: +2

Geometry (Å):
H -1.9466 2.9078 -1.2410
O -0.6836 -2.4266 0.0154
C 0.2001 5.6712 -1.2031
H -5.7591 -3.6603 -1.3966
H 0.9777 -1.0183 -3.5002
Pb -0.4928 -2.1447 2.4736
C 4.4974 3.1942 -1.8288
C -1.4882 -2.4033 -2.6930
C 4.4525 2.1180 -2.7017
C -0.2815 4.3088 -0.9978
H -3.3389 4.5067 -2.3958
H 1.8234 3.7795 5.3014
H 1.2137 -2.1411 -0.6738
N -0.1241 -2.2147 -2.2642
C -4.4685 -1.6519 0.9933
H -2.1696 -2.2475 -1.8054
C 3.4038 3.5965 -1.0914
C 1.1931 3.6872 1.4473
S 2.1206 -2.0871 2.6694
C 2.3157 2.7205 -1.0672
C -4.8405 -4.2865 0.3750
H -1.7029 -1.6442 -3.3792
H -1.6687 -3.4465 -3.0623
H 1.2996 0.9848 -2.0547
C -1.9638 6.1959 -2.0745
N 0.8348 -4.4145 1.9723
H 3.4432 4.5158 -0.4945
C 3.1558 -5.7852 1.2943
C 3.2021 -4.4943 1.7701
P 0.8305 3.2699 -0.2224
C 0.8723 -2.0707 -3.3095
C 1.8646 -6.3840 1.0551
O 0.0619 1.8705 0.3056
C -4.0183 -2.5663 1.8902
H -0.3706 7.6482 -1.8806
H 0.5531 1.9300 4.3921
H 1.6862 -7.4527 0.6987
H 4.0270 -6.2284 0.8336
C -4.9719 -1.9810 -0.2620
H 5.4317 3.7561 -1.7613
C 1.6359 3.7931 4.2462
C -5.2306 -3.3162 -0.5098
H 2.1970 5.5954 1.4508
N -3.9312 -4.9887 2.4229
H -3.4786 -2.2939 2.8511
C 1.8368 4.7628 2.0201
C 3.2972 1.3613 -2.7885
C -2.3617 4.8843 -2.0029
H -0.1754 -6.2025 1.6105
C -0.6783 6.6386 -1.6649
H 1.2534 5.8241 -0.7954
H -5.1301 -5.3227 0.1961
H 1.8051 -2.6285 -3.1179
H 2.6208 5.6323 3.8398
C -4.1899 -3.9279 1.5498
H -5.1026 -1.2518 -1.0730
C 2.0028 4.8310 3.4093
O -0.1967 0.4708 2.1236
H -2.7131 6.9118 -2.3712
C 0.1645 1.5286 1.6741
H -4.3148 -0.5754 1.3024
H -3.3532 -4.7657 3.2443
H 3.2463 0.5677 -3.5165
C 0.7746 2.6936 2.3637
C 0.7682 -5.6616 1.5408
C 2.0447 -3.7670 2.1581
C -1.5403 3.9054 -1.5042
H 5.3266 1.7472 -3.1716
H -3.7420 -5.8719 1.9960
H 4.1950 -3.9531 1.7961
C 2.2171 1.5818 -1.9565
C 0.1720 -2.3203 -0.9441
H 0.5191 -2.5173 -4.2781
C 0.8901 2.7225 3.7725

A structure of composition C33H32N3O8S4Sm, computed with ωB97M-V/def2-TZVPD.

Summary:
**E_HOMO (spin up / spin down)**: -0.302 / -0.302 Ha
**Orbital gap (spin up / spin down)**: 7.83 / 7.86 eV
**Net charge**: 0
**Spin multiplicity**: 6
**⟨S²⟩**: 8.757

Geometry (Å):
H -1.5214 -2.1894 3.8721
H 0.3572 -2.7151 -3.2700
S 1.1999 -1.6351 -1.2983
C -3.3762 4.1259 -3.3177
C 3.5543 1.3952 1.7566
H 2.6148 2.0883 -3.7937
C -5.0852 -0.4463 3.6563
C 2.6699 1.6745 -1.7092
O 0.6025 2.9784 1.1610
O 2.0241 -0.0770 2.8186
Sm 0.4543 0.6062 1.4067
H -3.2759 5.0225 -3.9118
C -3.8772 -1.0923 3.7715
O 3.6758 0.8113 4.0479
C -4.7751 2.4459 -2.3094
N -0.4546 1.1743 -0.8799
H 1.7656 1.0855 -1.7027
H -1.9117 -2.4160 -2.9877
H -0.0061 -4.2148 -1.3430
H 0.3947 -0.9725 -3.4916
C 3.0528 0.6538 3.0106
C 2.1046 -4.4927 0.3699
C 4.5436 2.6277 -0.4774
S 0.4942 -3.9346 0.9879
O -7.2937 -0.3598 4.2957
C 3.1487 2.2331 -2.8623
C -4.2071 1.0904 2.0520
H -2.3787 -3.7441 0.5361
H 4.5771 -1.1568 -1.1784
C 5.2232 2.7829 0.7547
H -4.3035 1.9454 1.3975
H 4.6870 3.4456 -3.7729
H -3.7827 -1.9318 4.4441
C -2.9150 0.4728 2.1260
H 2.7265 -2.9086 -2.6386
C -2.3949 2.3711 -2.0202
H 6.1266 3.3780 0.7896
H 2.1455 -4.3146 -0.7058
H -1.7302 -0.7005 -2.7137
H 0.2783 4.1217 2.8204
C -1.3469 -1.6752 -2.4199
H 5.2077 2.2236 2.8368
H -3.7524 0.9473 -1.1528
H 5.9149 3.7902 -1.6617
C -4.6354 3.5891 -3.0836
H -6.2310 1.1236 2.7440
S -1.7944 -1.8203 -0.6668
C 0.3191 3.1056 2.3722
C -2.2506 3.5258 -2.7918
H 3.0920 -3.7851 2.1551
H -0.8011 -5.4617 -0.3780
H 4.1795 -4.2750 0.8671
O 0.0895 2.1204 3.1064
H -5.7576 2.0371 -2.1201
H 4.5610 -2.9047 -1.2419
N 2.8802 1.2588 0.6396
H 2.2238 -5.5674 0.5358
S 3.4397 -1.9989 0.6940
C -0.5566 -4.3964 -0.4187
C 4.7364 2.1658 1.8671
C -3.6630 1.8285 -1.7716
C 3.2390 -3.7585 1.0729
C 3.9364 -2.0302 -1.0564
H -5.5099 4.0670 -3.5000
C -5.2638 0.6477 2.7942
C 4.3275 3.0054 -2.8528
C -2.7809 -0.6669 3.0100
C -1.2831 1.7261 -1.4427
C 5.0084 3.1995 -1.6837
C -1.8652 -3.6161 -0.4191
C -1.5596 -1.3948 3.1145
O -1.9499 0.9346 1.4543
H 3.0171 -1.1832 -2.8255
C 2.8031 -1.9645 -2.0931
H -2.5227 -4.0382 -1.1840
C 3.3596 1.8580 -0.4893
H -1.2680 3.9412 -2.9575
C 0.1445 -1.7618 -2.7790
N -6.2156 -0.9165 4.4511
O -6.0404 -1.8892 5.1741
O -0.5633 -1.2189 2.4097

Looking at max |F| for the records above, in order, we have 0.0599 0.0827 0.0032 0.0668 0.0762 0.0200 hartree/bohr.
Looking at calculated total energy for the records above, in order, we have -69289.88311 -166570.27372 -112983.68897 -51147.06213 -70711.36025 -116838.46034 eV.
Looking at energy relative to the best compared isomer or geometry (same formula, charge and spin) for the records above, in order, we have 57.58 31.62 4.79 39.85 54.62 0.00 kcal/mol.